ORCA calculation (ωB97M-V with the def2-TZVPD basis set) on a cluster of 8 separate species, C56H116F2N8O10S2 in total.

The geometry in XYZ format:
```
194
Properties=species:S:1:pos:R:3
C -19.02 1.47 -2.14
C -20.30 1.40 -1.36
O -20.37 0.83 -0.32
N -21.44 2.29 -1.83
H -21.29 2.73 -2.72
H -22.28 1.73 -1.95
C -21.61 3.45 -0.78
H -18.33 0.85 -1.56
H -18.69 2.50 -2.21
H -19.02 1.12 -3.17
H -20.68 4.01 -0.83
H -21.75 3.01 0.21
H -22.42 4.11 -1.09
C -17.27 -0.46 2.71
C -18.78 -0.49 2.97
C -19.00 -1.30 4.34
C -20.36 -1.13 5.02
C -20.51 0.36 5.22
C -20.53 1.20 3.94
N -19.34 0.90 3.06
O -19.07 1.76 1.97
C -20.33 2.69 4.46
C -21.87 1.00 3.24
C -19.53 -1.28 1.87
H -16.66 0.15 3.38
H -17.03 -0.13 1.69
H -16.80 -1.44 2.79
H -18.17 -0.97 4.97
H -18.98 -2.39 4.36
H -20.27 -1.58 6.01
H -21.19 -1.57 4.46
H -19.78 0.81 5.89
H -21.42 0.47 5.81
H -19.41 2.86 5.03
H -21.16 2.84 5.15
H -20.40 3.49 3.73
H -22.60 1.52 3.85
H -22.15 -0.05 3.16
H -21.83 1.51 2.28
H -20.61 -1.30 1.99
H -19.24 -2.33 2.01
H -19.34 -0.90 0.87
C -18.70 8.33 11.23
C -18.51 6.79 10.90
C -19.59 6.30 9.96
C -19.44 6.95 8.50
C -17.96 6.75 7.96
C -16.95 6.02 8.89
N -17.13 6.51 10.35
O -16.11 7.22 11.01
C -15.49 6.32 8.48
C -17.19 4.48 8.83
C -18.58 6.08 12.20
H -19.66 8.57 11.70
H -18.63 8.91 10.31
H -17.99 8.71 11.96
H -20.59 6.52 10.34
H -19.62 5.21 9.98
H -19.69 8.01 8.53
H -20.23 6.63 7.82
H -17.56 7.75 7.83
H -17.89 6.35 6.94
H -15.25 5.89 7.51
H -14.87 5.79 9.21
H -15.15 7.35 8.47
H -18.25 4.26 8.99
H -16.64 3.89 9.57
H -16.86 4.16 7.84
H -18.05 5.13 12.19
H -19.59 5.89 12.57
H -18.24 6.74 12.99
C -28.81 9.27 6.11
C -28.44 8.82 4.67
C -27.05 8.17 4.47
C -26.90 6.72 4.77
C -27.92 5.80 3.99
C -29.43 6.27 4.20
N -29.54 7.83 4.09
O -30.86 8.41 4.04
C -29.98 5.87 5.58
C -30.36 5.70 3.09
C -28.51 10.05 3.63
H -28.29 10.17 6.43
H -28.63 8.42 6.77
H -29.85 9.57 6.25
H -26.45 8.76 5.16
H -26.65 8.31 3.47
H -27.10 6.61 5.84
H -25.89 6.39 4.56
H -27.84 4.76 4.30
H -27.75 5.99 2.93
H -31.03 6.12 5.77
H -29.37 6.14 6.44
H -29.88 4.79 5.69
H -31.36 6.13 3.21
H -30.37 4.62 3.18
H -30.09 5.97 2.07
H -29.46 10.59 3.66
H -28.46 9.71 2.60
H -27.75 10.83 3.61
C -23.18 6.96 9.61
C -24.69 6.40 9.47
C -24.94 5.90 8.04
C -26.07 4.87 7.86
C -25.95 3.74 8.83
C -25.89 4.12 10.35
N -24.86 5.26 10.46
O -24.32 5.54 11.76
C -25.47 2.88 11.23
C -27.29 4.53 10.77
C -25.81 7.48 9.78
H -22.95 7.56 10.50
H -22.96 7.70 8.84
H -22.49 6.12 9.51
H -24.03 5.44 7.64
H -25.05 6.64 7.24
H -26.06 4.50 6.84
H -27.07 5.30 7.78
H -25.07 3.14 8.61
H -26.76 3.04 8.65
H -25.86 1.96 10.81
H -25.73 2.82 12.28
H -24.43 2.57 11.14
H -27.31 4.84 11.81
H -27.96 3.67 10.66
H -27.84 5.28 10.20
H -25.56 8.43 9.29
H -25.95 7.82 10.80
H -26.76 7.21 9.31
C -24.53 12.68 0.20
C -24.13 11.43 0.97
C -22.92 10.80 0.28
C -22.20 9.74 1.06
C -21.69 10.35 2.39
C -22.82 11.01 3.26
N -23.70 11.86 2.40
O -24.63 12.56 3.08
C -22.26 11.96 4.36
C -23.61 9.85 3.96
C -25.38 10.45 0.91
H -24.73 12.29 -0.80
H -23.79 13.46 0.04
H -25.40 13.16 0.67
H -22.16 11.54 0.02
H -23.18 10.45 -0.71
H -21.33 9.35 0.53
H -22.85 8.88 1.21
H -20.92 11.07 2.10
H -21.12 9.57 2.90
H -21.84 12.88 3.95
H -21.41 11.48 4.84
H -22.99 12.19 5.13
H -22.88 9.39 4.63
H -23.94 9.03 3.33
H -24.50 10.20 4.48
H -25.38 9.60 1.60
H -25.44 10.13 -0.13
H -26.29 11.02 1.11
C -14.21 6.65 1.60
C -15.76 6.54 1.60
C -16.47 7.31 2.76
N -18.01 7.01 2.83
C -18.55 7.72 4.09
C -18.32 5.48 2.92
C -19.11 5.17 1.65
C -18.92 6.30 0.60
C -18.67 7.53 1.55
H -13.96 7.71 1.72
H -13.84 6.28 0.65
H -13.76 6.15 2.46
H -16.14 5.52 1.59
H -15.99 6.96 0.62
H -16.42 8.40 2.68
H -15.97 7.09 3.71
H -19.63 7.59 4.05
H -18.29 8.77 3.94
H -18.15 7.14 4.92
H -18.89 5.21 3.81
H -17.47 4.89 3.23
H -20.16 5.12 1.92
H -18.89 4.19 1.22
H -19.82 6.33 0.00
H -18.10 6.30 -0.12
H -19.68 7.92 1.68
H -18.15 8.39 1.13
N -21.75 6.39 3.25
S -22.83 6.11 2.32
O -23.99 6.98 2.29
O -23.03 4.74 1.86
F -21.95 6.77 1.13
S -22.57 5.91 4.60
O -22.83 4.45 4.63
O -23.50 6.86 5.23
F -21.29 6.11 5.65
```

Calculated values
* gap between HOMO and LUMO (spin up / spin down): 3.3 / 4.4 eV
* 2S+1: 2
* LUMO energy (spin up / spin down): -13.2 / -13.2 eV
* total charge: +5

---

ORCA calculation (ωB97M-V with the def2-TZVPD basis set) on a structure of composition C28H16Cl2N8OPt.

The geometry in XYZ format:
```
56
Properties=species:S:1:pos:R:3
Pt -0.25 -0.98 -1.36
C 3.62 -2.59 -0.34
C 2.27 -2.54 -0.66
N 1.68 -1.36 -0.86
C 2.43 -0.23 -0.76
C 3.76 -0.33 -0.43
N 4.36 -1.50 -0.22
C 1.70 1.04 -1.02
C 2.20 2.32 -1.00
C 1.36 3.40 -1.28
C 0.02 3.14 -1.59
C -0.44 1.83 -1.60
N 0.41 0.84 -1.32
C -1.79 1.34 -1.94
C -2.86 2.15 -2.30
N -4.05 1.65 -2.62
C -4.18 0.33 -2.60
C -3.13 -0.51 -2.24
N -1.95 -0.01 -1.90
C 1.87 4.79 -1.27
C 1.01 5.87 -1.13
C 1.54 7.15 -1.12
N 2.84 7.41 -1.24
C 3.66 6.37 -1.37
C 3.23 5.05 -1.39
H 4.10 -3.55 -0.17
H 1.65 -3.42 -0.76
H 4.38 0.56 -0.33
H 3.24 2.49 -0.74
H -0.65 3.94 -1.84
H -2.75 3.22 -2.33
H -5.15 -0.08 -2.87
H -3.24 -1.59 -2.24
H -0.06 5.75 -1.01
H 0.89 8.01 -1.01
H 4.71 6.60 -1.47
H 3.97 4.27 -1.53
Cl -4.93 -5.15 0.95
C -3.63 -4.68 1.96
C -3.63 -5.07 3.32
C -2.60 -4.70 4.13
Cl -2.61 -5.19 5.78
C -1.51 -3.91 3.64
C -0.42 -3.48 4.43
C 0.55 -2.72 3.86
C 0.44 -2.38 2.50
N -0.55 -2.76 1.72
C -1.52 -3.52 2.29
C -2.59 -3.94 1.49
O -2.65 -3.54 0.12
H -4.45 -5.66 3.70
H -0.38 -3.76 5.47
H 1.40 -2.37 4.43
H 1.20 -1.76 2.04
N -0.88 -2.99 -1.41
C -1.66 -3.25 -0.57
```

Calculated values
* gap between HOMO and LUMO: 6.7 eV
* energy relative to the best compared isomer or geometry (same formula, charge and spin): 0.00 kJ/mol
* LUMO energy: -7.4 eV
* total charge: +2

---

Calculated strongest force on any atom, 0.242; 0.012 Eh/bohr (same order as the records).